No. 1
The following is a DFT calculation (ωB97M-V/def2-TZVPD) of the molecule C5H8N2.

CARTESIAN COORDINATES (ANGSTROEM)
C  -2.40677  -0.15446  -0.01853
C  -0.75935  0.43960  -0.05338
C  -1.58483  1.29316  -0.60594
N  1.82879  1.24068  -0.36331
C  1.60008  0.04083  0.02445
N  2.55298  -0.94152  0.28629
C  0.22550  -0.39017  0.29619
H  -2.49121  -0.90984  -0.79579
H  -2.25058  -0.61185  0.96820
H  -3.33405  0.41388  0.07049
H  -1.91850  2.18004  -0.06931
H  2.82158  1.38276  -0.54792
H  2.24029  -1.88988  0.12934
H  3.46414  -0.76163  -0.11189
H  0.01193  -1.33159  0.79109

Computed properties:
E_LUMO ... 0.90 eV
Energy ... -304.671400 Eh
Multiplicity ... 1
Frontier orbital gap ... 8.71 eV
Energy relative to the best compared isomer or geometry (same formula, charge and spin) ... 430.8 kJ/mol

These are the Löwdin partial charges, in e, on atoms 1 to 5: atom 1 (C): -0.07, atom 2 (C): -0.26, atom 3 (C): 0.03, atom 4 (N): 0.11, atom 5 (C): -0.53

=====

No. 2
The following is a DFT calculation (ωB97M-V/def2-TZVPD) of a structure of composition C5H8N2 at a distorted geometry.

CARTESIAN COORDINATES (ANGSTROEM)
C  2.24984  -0.47033  -1.26776
N  1.08228  -0.04298  -0.46076
C  0.67959  1.20804  -0.47161
N  -0.48822  1.54082  0.12493
C  -1.00518  0.39566  0.64209
C  -2.43845  -0.07190  1.11326
C  -0.40241  -0.78735  0.57395
H  1.94366  -1.13414  -2.08485
H  2.82463  0.35784  -1.73420
H  2.93852  -1.02705  -0.63026
H  1.28436  2.00970  -0.93429
H  -2.82600  0.60216  1.86360
H  -3.06568  -0.11561  0.21763
H  -2.52616  -1.09900  1.54523
H  -0.25319  -1.41151  1.46027

Computed properties:
E_LUMO ... 0.99 eV
Energy ... -304.700817 Eh
Multiplicity ... 1
Frontier orbital gap ... 9.56 eV
Energy relative to the best compared isomer or geometry (same formula, charge and spin) ... 353.6 kJ/mol

These are the Löwdin partial charges, in e, on atoms 1 to 5: atom 1 (C): -0.09, atom 2 (N): -0.05, atom 3 (C): -0.25, atom 4 (N): 0.06, atom 5 (C): -0.42

=====

No. 3
The following is a DFT calculation (ωB97M-V/def2-TZVPD) of the molecule C5H8N2.

CARTESIAN COORDINATES (ANGSTROEM)
C  -0.01848  -0.22635  1.47674
C  0.31566  -0.11826  0.00012
C  -0.60149  -1.01181  -0.85286
C  -1.81462  -0.18610  -0.79333
N  -2.54027  0.68750  -0.58129
C  0.74207  1.11336  -0.68655
N  1.72706  0.08640  -0.35732
H  -1.03746  -0.59297  1.63841
H  0.67021  -0.95811  1.91099
H  0.08283  0.72076  2.01021
H  -0.76054  -2.01144  -0.43528
H  -0.26197  -1.11900  -1.88618
H  0.72144  2.06794  -0.17474
H  0.54857  1.16865  -1.75394
H  2.22699  0.37944  0.48502

Computed properties:
E_LUMO ... 0.89 eV
Energy ... -304.773654 Eh
Multiplicity ... 1
Frontier orbital gap ... 10.67 eV
Energy relative to the best compared isomer or geometry (same formula, charge and spin) ... 162.4 kJ/mol
Structure (SMILES) ... C[C@@]1(CC#N)CN1

These are the Löwdin partial charges, in e, on atoms 1 to 5: atom 1 (C): -0.03, atom 2 (C): -0.54, atom 3 (C): -0.10, atom 4 (C): -0.24, atom 5 (N): 0.17

=====

No. 4
The following is a DFT calculation (ωB97M-V/def2-TZVPD) of the molecule C5H8N2 at a distorted geometry.

CARTESIAN COORDINATES (ANGSTROEM)
C  -1.74047  -1.66597  -0.53588
N  -0.53073  -0.90719  -0.32740
C  0.01182  -0.98774  0.91328
C  0.69041  0.16913  1.14073
C  0.59051  0.86688  -0.08631
C  1.36269  2.08700  -0.45103
N  -0.18677  0.23055  -0.95637
H  -1.76081  -2.21690  -1.48341
H  -2.63346  -1.04238  -0.45868
H  -1.73194  -2.23684  0.40469
H  0.03591  -1.94306  1.41115
H  1.17551  0.46869  2.05606
H  1.44510  2.76095  0.40654
H  0.89151  2.60899  -1.28393
H  2.38071  1.80788  -0.74943

Computed properties:
E_LUMO ... 1.05 eV
Energy ... -304.797522 Eh
Multiplicity ... 1
Frontier orbital gap ... 10.00 eV
Energy relative to the best compared isomer or geometry (same formula, charge and spin) ... 99.7 kJ/mol
Structure (SMILES) ... Cc1ccn(C)n1

These are the Löwdin partial charges, in e, on atoms 1 to 5: atom 1 (C): -0.03, atom 2 (N): -0.23, atom 3 (C): -0.11, atom 4 (C): -0.03, atom 5 (C): -0.37

=====

No. 5
The following is a DFT calculation (ωB97M-V/def2-TZVPD) of the molecule C5H8N2.

CARTESIAN COORDINATES (ANGSTROEM)
C  -1.90068  0.12621  0.47939
C  -1.04038  -0.22792  -0.73716
N  0.37276  -0.05653  -0.44715
C  1.12440  -0.90693  0.33099
C  2.28576  -0.23750  0.59543
N  2.27282  1.00305  0.00593
C  1.11196  1.07594  -0.59705
H  -2.85431  -0.40849  0.46365
H  -1.36796  -0.14784  1.39467
H  -2.10628  1.19948  0.52610
H  -1.28860  0.40142  -1.59742
H  -1.19726  -1.26789  -1.04212
H  0.76237  -1.88836  0.60527
H  3.13099  -0.57737  1.17973
H  0.74942  1.92258  -1.16931

Computed properties:
E_LUMO ... 0.94 eV
Energy ... -304.828416 Eh
Multiplicity ... 1
Frontier orbital gap ... 9.70 eV
Energy relative to the best compared isomer or geometry (same formula, charge and spin) ... 18.6 kJ/mol
Structure (SMILES) ... CCn1ccnc1

These are the Löwdin partial charges, in e, on atoms 1 to 5: atom 1 (C): -0.07, atom 2 (C): -0.20, atom 3 (N): -0.12, atom 4 (C): -0.09, atom 5 (C): -0.16

=====

No. 6
The following is a DFT calculation (ωB97M-V/def2-TZVPD) of the molecule C5H8N2 at a distorted geometry.

CARTESIAN COORDINATES (ANGSTROEM)
C  -2.60546  -0.62090  -0.25350
N  -1.43152  0.17910  0.00471
C  -0.28883  -0.38524  -0.09862
C  0.94073  0.36375  -0.01442
C  2.27612  -0.31793  0.05302
C  0.76122  1.76558  0.19994
N  0.04898  2.74416  0.07914
H  -3.17103  -0.15702  -1.06924
H  -3.25170  -0.60602  0.63126
H  -2.38858  -1.66738  -0.52065
H  -0.17944  -1.46172  -0.30524
H  3.09476  0.40656  0.09525
H  2.41592  -0.91725  -0.85481
H  2.37531  -0.99965  0.90705
H  1.40353  1.67398  1.14608

Computed properties:
E_LUMO (spin up / spin down) ... -0.93 / -0.28 eV
Energy ... -304.669756 Eh
Multiplicity ... 1
Frontier orbital gap (spin up / spin down) ... 7.97 / 7.85 eV
Energy relative to the best compared isomer or geometry (same formula, charge and spin) ... 435.1 kJ/mol

These are the Löwdin partial charges, in e, on atoms 1 to 5: atom 1 (C): -0.13, atom 2 (N): 0.00, atom 3 (C): -0.17, atom 4 (C): -0.24, atom 5 (C): -0.07

=====

No. 7
The following is a DFT calculation (ωB97M-V/def2-TZVPD) of the molecule C5H8N2 at a distorted geometry.

CARTESIAN COORDINATES (ANGSTROEM)
C  2.30797  0.56536  -1.23856
N  1.20100  -0.10936  -0.63554
C  0.25690  0.56014  -0.11433
C  -0.89753  -0.13932  0.45075
C  -2.08223  0.47538  1.12080
C  -0.72428  -1.42057  0.23201
N  -0.39664  -2.54393  -0.10503
H  2.31957  0.36048  -2.31616
H  3.22951  0.15012  -0.81674
H  2.28909  1.65244  -1.07748
H  0.18020  1.65460  -0.14752
H  -2.93603  -0.20908  1.13072
H  -2.38084  1.40009  0.62326
H  -1.81556  0.69829  2.16090
H  -0.55115  -3.09465  0.73293

Computed properties:
E_LUMO ... 0.85 eV
Energy ... -304.738938 Eh
Multiplicity ... 1
Frontier orbital gap ... 8.94 eV
Energy relative to the best compared isomer or geometry (same formula, charge and spin) ... 253.5 kJ/mol
Structure (SMILES) ... C/N=C/C(C)=C=N

These are the Löwdin partial charges, in e, on atoms 1 to 5: atom 1 (C): -0.15, atom 2 (N): -0.04, atom 3 (C): -0.16, atom 4 (C): -0.28, atom 5 (C): -0.06

=====

No. 8
The following is a DFT calculation (ωB97M-V/def2-TZVPD) of a structure of composition C5H8N2.

CARTESIAN COORDINATES (ANGSTROEM)
C  -2.00372  -0.44109  0.17412
N  -0.85622  0.34944  -0.20095
C  0.28249  -0.08873  -0.87315
C  1.32777  0.87395  -0.77635
C  1.54210  -0.78515  0.13629
C  0.68329  1.76006  0.20581
N  -0.55507  1.46088  0.50183
H  -2.30826  -1.06018  -0.67420
H  -2.82335  0.22948  0.43823
H  -1.78351  -1.09018  1.03189
H  0.14083  -0.83332  -1.65166
H  2.31848  -0.24390  0.66742
H  2.01878  -1.52065  -0.50849
H  0.89675  -1.26017  0.88314
H  1.11962  2.64956  0.64605

Computed properties:
E_LUMO ... 0.79 eV
Energy ... -304.669272 Eh
Multiplicity ... 1
Frontier orbital gap ... 9.11 eV
Energy relative to the best compared isomer or geometry (same formula, charge and spin) ... 436.4 kJ/mol

These are the Löwdin partial charges, in e, on atoms 1 to 5: atom 1 (C): -0.04, atom 2 (N): -0.22, atom 3 (C): -0.29, atom 4 (C): -0.06, atom 5 (C): -0.03

=====

No. 9
The following is a DFT calculation (ωB97M-V/def2-TZVPD) of the molecule C5H8N2 at a distorted geometry.

CARTESIAN COORDINATES (ANGSTROEM)
C  -0.90598  -0.31414  1.68787
C  1.74287  -1.08716  0.02139
C  -0.53637  0.50676  -0.57982
N  -0.56936  1.63723  -1.40198
C  -1.07012  0.63656  0.75516
C  0.48079  -0.52286  -0.81412
N  -0.44028  -0.97932  -1.49625
H  -0.10469  1.49812  -2.29102
H  -1.48962  2.03709  -1.52244
H  -1.37437  1.63645  1.03680
H  -0.77925  -1.35287  1.43679
H  -1.13364  -0.10697  2.72520
H  2.58456  -0.55474  -0.43197
H  1.77390  -0.87809  1.08077
H  1.82156  -2.15606  -0.20637

Computed properties:
E_LUMO ... 0.72 eV
Energy ... -304.715607 Eh
Multiplicity ... 1
Frontier orbital gap ... 8.50 eV
Energy relative to the best compared isomer or geometry (same formula, charge and spin) ... 314.8 kJ/mol
Structure (SMILES) ... C=C[C@]1(N)N=C1C

These are the Löwdin partial charges, in e, on atoms 1 to 5: atom 1 (C): 0.02, atom 2 (C): -0.01, atom 3 (C): -0.41, atom 4 (N): 0.07, atom 5 (C): -0.11

=====

No. 10
The following is a DFT calculation (ωB97M-V/def2-TZVPD) of the molecule C5H8N2.

CARTESIAN COORDINATES (ANGSTROEM)
C  -2.30611  -0.52114  0.83939
C  -1.02769  -0.23529  0.57355
C  -0.43353  -0.06525  -0.81765
C  1.01145  0.33123  -0.55290
N  1.91709  0.71575  -1.56544
C  1.25740  0.06613  0.73475
N  0.08604  -0.38897  1.39399
H  -2.60079  -0.99574  1.77036
H  -3.04685  -0.43523  0.04968
H  -0.44586  -1.10120  -1.17157
H  -0.98121  0.53930  -1.54814
H  2.79669  1.04973  -1.18388
H  1.55511  1.43527  -2.18272
H  2.19926  0.10580  1.26989
H  0.01900  -0.50037  2.39072

Computed properties:
E_LUMO ... 1.03 eV
Energy ... -304.786976 Eh
Multiplicity ... 1
Frontier orbital gap ... 7.87 eV
Energy relative to the best compared isomer or geometry (same formula, charge and spin) ... 127.4 kJ/mol
Structure (SMILES) ... C=C1CC(N)=CN1

These are the Löwdin partial charges, in e, on atoms 1 to 5: atom 1 (C): 0.01, atom 2 (C): -0.36, atom 3 (C): -0.07, atom 4 (C): -0.34, atom 5 (N): 0.07

=====

No. 11
The following is a DFT calculation (ωB97M-V/def2-TZVPD) of the molecule C5H8N2.

CARTESIAN COORDINATES (ANGSTROEM)
C  1.51743  0.46422  -1.23291
C  0.55628  1.24835  -0.35565
N  -0.16994  0.37632  0.41936
C  -1.27210  -0.30872  -0.26387
C  -1.54656  -1.42779  0.67578
N  -0.92123  -1.24909  1.79634
C  -0.11329  -0.13513  1.64420
H  1.97482  1.08969  -2.00069
H  2.33008  0.05712  -0.59726
H  1.07062  -0.40877  -1.73071
H  -0.97475  -0.43185  -1.30596
H  0.99163  2.08300  0.18649
H  -2.11551  0.39615  -0.25755
H  -2.19566  -2.27839  0.50273
H  0.61865  0.15433  2.38608

Computed properties:
E_LUMO (spin up / spin down) ... 0.37 / 0.03 eV
Energy ... -304.703942 Eh
Multiplicity ... 1
Frontier orbital gap (spin up / spin down) ... 7.91 / 6.48 eV
Energy relative to the best compared isomer or geometry (same formula, charge and spin) ... 345.4 kJ/mol

These are the Löwdin partial charges, in e, on atoms 1 to 5: atom 1 (C): -0.12, atom 2 (C): -0.17, atom 3 (N): -0.15, atom 4 (C): -0.12, atom 5 (C): -0.14

=====

No. 12
The following is a DFT calculation (ωB97M-V/def2-TZVPD) of the molecule C5H8N2.

CARTESIAN COORDINATES (ANGSTROEM)
C  1.49989  1.51706  0.94374
N  0.28632  1.09072  0.26201
C  -0.85283  0.82285  0.96979
N  -1.50609  -0.21447  0.52687
C  -0.74762  -0.68930  -0.53182
C  -1.05709  -1.99810  -1.17891
C  0.33468  0.11393  -0.72203
H  2.25150  1.82981  0.21629
H  1.28871  2.34739  1.62300
H  1.90320  0.67561  1.52231
H  -1.13091  1.43786  1.81876
H  -1.10864  -2.75775  -0.39194
H  -2.01138  -2.00538  -1.71013
H  -0.26270  -2.28397  -1.87383
H  1.11296  0.11372  -1.47413

Computed properties:
E_LUMO ... 0.92 eV
Energy ... -304.823736 Eh
Multiplicity ... 1
Frontier orbital gap ... 9.52 eV
Energy relative to the best compared isomer or geometry (same formula, charge and spin) ... 30.9 kJ/mol
Structure (SMILES) ... Cc1cn(C)cn1

These are the Löwdin partial charges, in e, on atoms 1 to 5: atom 1 (C): -0.04, atom 2 (N): -0.15, atom 3 (C): -0.19, atom 4 (N): 0.11, atom 5 (C): -0.35